Record 1
21
Properties=species:S:1:pos:R:3:lowdin_charge:R:1 method="wB97M-V/def2-TZVPD" de_lowest_kj_mol=123.8 orbital_gap_ev=10.30 smiles="CC(=O)[C@H](C)[C@H](O)C(N)=O" total_charge=0 total_energy_ev=-14032.9956 max_force_ev_per_a=2.6 e_homo_ev=-9.65 multiplicity=1
C 1.59 -1.52 0.37 0.004
C 0.29 1.21 -1.00 -0.459
C 0.81 -0.37 0.97 -0.391
N 1.15 2.24 -0.85 0.176
O 0.20 0.57 -2.04 0.050
O 1.38 0.41 1.76 0.054
H 1.74 2.50 -1.63 0.115
H 1.37 2.60 0.07 0.108
H 2.04 -2.09 1.18 0.097
H 2.37 -1.12 -0.28 0.095
H 0.99 -2.21 -0.22 0.068
C -1.39 -1.44 0.07 -0.061
C -0.90 1.08 0.16 -0.267
C -0.72 -0.28 0.81 -0.252
O -2.16 1.28 -0.43 0.002
H -2.21 0.73 -1.23 0.106
H -0.71 1.88 0.87 0.145
H -1.14 -0.26 1.82 0.155
H -1.19 -2.39 0.57 0.087
H -2.48 -1.30 0.02 0.086
H -1.03 -1.53 -0.96 0.081



Record 2
118
Properties=species:S:1:pos:R:3:lowdin_charge:R:1 method="wB97M-V/def2-TZVPD" de_lowest_kj_mol=264.7 orbital_gap_ev="6.16 / 6.16" total_charge=+2 total_energy_ev=-170390.3213 max_force_ev_per_a=2.0 e_homo_ev="-11.98 / -11.98" multiplicity=2
Sc 1.03 -0.17 -0.19 1.142
C -0.14 -1.45 -3.96 -0.024
C -0.68 -1.90 -2.65 -0.330
C -1.85 -2.66 -2.51 0.016
C -1.97 -2.88 -1.17 -0.035
N -0.94 -2.29 -0.53 0.028
N -0.14 -1.67 -1.45 -0.001
B -0.39 -2.86 0.83 -0.649
N -0.21 -1.87 2.03 0.021
C -0.50 -2.28 3.29 -0.053
C 0.17 -1.48 4.18 -0.003
C 0.89 -0.59 3.38 -0.305
C 1.82 0.42 3.98 -0.005
N 0.66 -0.82 2.08 0.033
N 1.04 -3.34 0.50 0.023
C 1.56 -4.57 0.38 -0.030
C 2.91 -4.46 0.14 0.009
C 3.16 -3.08 0.12 -0.315
C 4.49 -2.46 -0.05 -0.006
N 2.02 -2.41 0.31 0.038
N -1.41 -3.87 1.31 -0.029
C -1.42 -5.19 1.62 -0.044
C -2.66 -5.51 2.13 0.007
C -3.38 -4.30 2.10 -0.341
C -4.77 -4.05 2.56 -0.021
N -2.62 -3.33 1.62 0.064
H -0.96 -1.06 -4.57 0.098
H 0.29 -2.30 -4.50 0.101
H 0.61 -0.67 -3.85 0.027
H -2.48 -3.00 -3.30 0.121
H -2.74 -3.41 -0.65 0.123
H -1.15 -3.10 3.50 0.125
H 0.17 -1.57 5.24 0.116
H 2.04 0.13 5.00 0.095
H 1.37 1.41 4.01 0.076
H 2.76 0.49 3.44 0.065
H 0.97 -5.46 0.44 0.108
H 3.61 -5.25 0.00 0.114
H 5.26 -3.20 0.17 0.094
H 4.63 -1.61 0.61 0.070
H 4.64 -2.12 -1.08 0.075
H -0.58 -5.83 1.49 0.104
H -3.00 -6.46 2.47 0.110
H -5.27 -4.99 2.74 0.084
H -5.33 -3.49 1.81 0.075
H -4.76 -3.48 3.49 0.077
Se 6.42 1.83 2.63 0.868
N 5.34 3.02 2.15 -0.449
C 3.99 3.06 2.18 -0.346
C 3.29 4.17 2.70 0.032
C 1.91 4.18 2.66 -0.020
C 1.24 3.11 2.08 -0.157
N 1.88 2.09 1.52 0.104
C 3.20 2.06 1.57 -0.300
N 3.80 0.89 1.02 0.077
H 3.85 4.96 3.16 0.127
H 1.36 5.00 3.09 0.118
H 0.16 3.06 2.07 0.079
C -4.92 -0.18 2.07 -0.059
C -3.56 -0.34 1.35 -0.134
N -2.69 0.75 1.73 -0.148
C -3.19 1.99 1.19 -0.183
C -4.66 2.19 1.59 -0.051
N -4.96 1.20 2.65 -0.087
C -3.97 1.33 3.74 -0.054
C -2.61 0.84 3.17 -0.126
H -5.01 -0.89 2.89 0.126
H -5.76 -0.31 1.40 0.139
H -3.69 -0.30 0.27 0.121
H -3.10 -1.30 1.59 0.087
H -3.09 1.96 0.10 0.088
H -2.56 2.81 1.55 0.090
H -5.33 2.02 0.74 0.139
H -4.84 3.20 1.97 0.142
H -5.89 1.38 3.02 0.197
H -4.29 0.73 4.59 0.140
H -3.93 2.37 4.05 0.140
H -2.35 -0.14 3.57 0.118
H -1.81 1.53 3.45 0.128
S -1.01 3.97 -0.42 0.755
C -0.59 2.47 -0.18 -0.964
N -0.31 1.34 0.06 -0.031
N 2.83 -1.04 -3.06 0.180
C 3.56 -0.13 -2.38 -0.385
C 4.65 0.51 -2.99 -0.007
C 5.41 1.38 -2.25 -0.028
C 5.12 1.56 -0.90 -0.003
C 4.04 0.88 -0.36 -0.332
N 3.21 0.10 -1.10 0.081
H 3.13 -1.29 -3.99 0.127
H 2.20 -1.65 -2.56 0.084
H 4.88 0.31 -4.02 0.126
H 6.25 1.88 -2.69 0.129
H 5.73 2.19 -0.27 0.087
H 3.20 0.09 1.26 0.091
C 3.18 3.33 -4.72 -0.065
C 3.13 3.38 -3.34 -0.078
C 2.17 2.68 -2.64 -0.036
C 1.19 1.95 -3.33 -0.314
C 1.25 1.91 -4.74 -0.041
C 2.24 2.59 -5.42 -0.060
N 0.20 1.30 -2.63 0.120
C -1.08 1.59 -2.96 -0.307
C -1.44 2.68 -3.79 -0.002
C -2.76 2.96 -4.07 -0.051
C -3.78 2.18 -3.54 -0.048
C -3.45 1.14 -2.68 -0.073
C -2.14 0.85 -2.38 -0.043
H 3.94 3.88 -5.26 0.111
H 3.83 4.00 -2.79 0.115
H 2.10 2.75 -1.56 0.102
H 0.52 1.33 -5.28 0.119
H 2.27 2.55 -6.50 0.114
H -0.67 3.34 -4.17 0.121
H -3.00 3.81 -4.69 0.117
H -4.81 2.41 -3.77 0.112
H -4.24 0.54 -2.24 0.105
H -1.90 0.08 -1.66 0.081



Record 3
15
Properties=species:S:1:pos:R:3:lowdin_charge:R:1 method="wB97M-V/def2-TZVPD" de_lowest_kj_mol=264.4 orbital_gap_ev=10.60 total_charge=0 total_energy_ev=-9407.0923 max_force_ev_per_a=2.3 e_homo_ev=-9.66 multiplicity=1
O -0.03 -1.02 -2.24 -0.024
C -0.38 -0.48 -0.98 -0.269
C -0.26 -1.15 0.54 -0.048
C 0.38 0.04 1.27 -0.369
C -0.30 1.27 0.68 -0.073
C 0.41 0.76 -0.56 -0.137
O 1.55 0.29 0.50 -0.070
H 0.86 -0.75 -2.51 0.093
H -1.47 -0.37 -1.07 0.141
H -1.24 -1.35 1.01 0.109
H 0.38 -2.03 0.61 0.114
H 0.44 -0.11 2.36 0.148
H -1.39 1.29 0.71 0.118
H 0.15 2.22 0.98 0.119
H 0.89 1.38 -1.32 0.147



Record 4
10
Properties=species:S:1:pos:R:3:lowdin_charge:R:1 method="wB97M-V/def2-TZVPD" de_lowest_kj_mol=223.4 orbital_gap_ev=10.49 smiles="N#C[C@H](N)C=O" total_charge=0 total_energy_ev=-8201.5700 max_force_ev_per_a=1.3 e_homo_ev=-10.41 multiplicity=1
N 1.20 -0.73 0.57 0.036
C -0.22 1.08 0.62 -0.222
N 0.10 2.19 0.69 0.172
O -0.73 0.78 -1.94 0.077
C -0.82 -0.21 -1.27 -0.184
C -0.18 -0.32 0.19 -0.306
H 1.16 -0.78 1.59 0.084
H 1.85 0.04 0.41 0.084
H -1.54 -1.01 -1.56 0.126
H -0.83 -1.05 0.69 0.133



Record 5
108
Properties=species:S:1:pos:R:3:lowdin_charge:R:1 method="wB97M-V/def2-TZVPD" de_lowest_kj_mol=9.1 orbital_gap_ev=5.67 total_charge=0 total_energy_ev=-156050.0039 max_force_ev_per_a=0.6 e_homo_ev=-6.71 multiplicity=1
Ga 0.56 -0.04 0.60 0.652
I -0.22 7.78 6.39 0.857
C 0.07 6.11 5.19 -0.749
C 1.36 5.65 4.95 -0.147
C 1.55 4.54 4.15 -0.020
C 0.47 3.87 3.58 -0.218
C -0.81 4.34 3.83 -0.015
C -1.02 5.46 4.63 -0.144
C 0.66 2.68 2.70 -0.094
C 0.88 2.90 1.35 -0.229
C 0.92 4.20 0.74 0.026
C 1.14 4.00 -0.58 0.023
C 1.27 2.58 -0.78 -0.208
C 1.68 2.00 -1.97 -0.056
C 1.72 2.88 -3.17 -0.198
C 2.92 3.20 -3.81 -0.029
C 2.93 4.03 -4.92 -0.144
C 1.73 4.54 -5.41 -0.748
I 1.75 5.78 -7.08 0.861
C 0.53 4.23 -4.78 -0.144
C 0.54 3.41 -3.67 -0.031
C 2.07 0.66 -2.09 -0.224
N 1.93 -0.28 -1.12 0.106
C 2.32 -1.46 -1.69 -0.218
C 2.18 -2.72 -1.11 -0.058
C 2.56 -3.90 -1.93 -0.212
C 1.73 -4.37 -2.94 -0.015
C 2.07 -5.48 -3.69 -0.141
C 3.26 -6.14 -3.43 -0.748
I 3.78 -7.82 -4.55 0.861
C 4.11 -5.69 -2.43 -0.145
C 3.76 -4.58 -1.69 -0.020
C 1.65 -2.96 0.15 -0.214
C 1.46 -4.28 0.70 0.023
C 0.96 -4.11 1.94 0.016
C 0.86 -2.69 2.16 -0.216
N 1.27 -2.01 1.06 0.103
C 0.45 -2.11 3.36 -0.063
C 0.43 -0.74 3.57 -0.206
C 0.29 -0.13 4.86 0.020
C 0.39 1.21 4.68 0.026
C 0.58 1.43 3.28 -0.224
N 0.61 0.23 2.61 0.099
C 0.11 -2.99 4.51 -0.207
C -1.19 -3.01 5.01 -0.023
C -1.54 -3.82 6.08 -0.146
C -0.57 -4.62 6.67 -0.749
I -1.07 -5.84 8.28 0.861
C 0.74 -4.62 6.19 -0.145
C 1.06 -3.80 5.11 -0.029
C 2.79 -1.24 -3.03 0.011
C 2.61 0.08 -3.29 0.003
N 1.10 1.93 0.42 0.107
H 2.21 6.16 5.39 0.092
H 2.56 4.18 3.96 0.127
H -1.66 3.83 3.39 0.116
H -2.02 5.81 4.82 0.092
H 0.79 5.13 1.26 0.117
H 1.24 4.74 -1.35 0.116
H 3.85 2.81 -3.42 0.127
H 3.87 4.27 -5.40 0.093
H -0.40 4.63 -5.16 0.093
H -0.39 3.17 -3.16 0.124
H 0.80 -3.85 -3.13 0.106
H 1.41 -5.83 -4.47 0.093
H 5.04 -6.20 -2.23 0.093
H 4.41 -4.22 -0.90 0.128
H 1.66 -5.20 0.18 0.116
H 0.67 -4.88 2.65 0.112
H 0.16 -0.66 5.79 0.117
H 0.35 1.98 5.43 0.118
H -1.95 -2.39 4.54 0.127
H -2.55 -3.83 6.45 0.092
H 1.49 -5.23 6.65 0.093
H 2.08 -3.79 4.74 0.127
H 3.18 -2.00 -3.69 0.115
H 2.82 0.60 -4.21 0.109
C -2.04 -2.86 -3.12 -0.004
C -2.30 -1.73 -2.14 -0.469
C -3.65 -1.91 -1.47 -0.008
O -1.30 -1.80 -1.10 0.080
B -0.95 -0.51 -0.74 -0.588
O -1.52 0.41 -1.59 0.060
C -2.09 -0.29 -2.71 -0.462
C -1.06 -0.23 -3.84 0.008
C -3.36 0.41 -3.13 -0.004
H -2.08 -3.81 -2.58 0.097
H -1.07 -2.77 -3.60 0.064
H -2.81 -2.88 -3.90 0.097
H -3.66 -2.88 -0.95 0.097
H -4.47 -1.90 -2.18 0.090
H -3.82 -1.14 -0.72 0.084
H -0.12 -0.71 -3.54 0.086
H -0.84 0.81 -4.06 0.083
H -1.42 -0.72 -4.75 0.097
H -4.03 0.55 -2.29 0.063
H -3.89 -0.15 -3.91 0.097
H -3.12 1.40 -3.53 0.091
N -5.03 1.72 0.21 0.179
C -4.41 2.76 -0.40 -0.525
N -5.13 3.46 -1.31 0.159
N -3.17 3.13 -0.17 0.126
C -2.53 2.33 0.67 -0.338
N -1.99 1.61 1.41 0.202
H -5.89 1.36 -0.15 0.109
H -4.47 1.12 0.80 0.095
H -6.13 3.42 -1.29 0.102
H -4.70 4.30 -1.64 0.109



Record 6
49
Properties=species:S:1:pos:R:3:lowdin_charge:R:1 method="wB97M-V/def2-TZVPD" de_lowest_kj_mol=0.0 orbital_gap_ev=9.24 smiles="C[C@@H]1CN(S(=O)(=O)c2cccc(C(=O)OCC(=O)c3cccs3)c2)C[C@H](C)O1" total_charge=0 total_energy_ev=-55489.0270 max_force_ev_per_a=1.1 e_homo_ev=-9.38 multiplicity=1
C -1.80 2.74 3.15 -0.023
C -1.65 1.62 2.14 -0.370
C -1.87 2.11 0.70 -0.142
N -1.82 0.96 -0.18 -0.248
S -1.55 1.30 -1.78 0.678
O -2.19 2.51 -2.21 -0.272
O -1.79 0.10 -2.53 -0.280
C 0.23 1.55 -1.77 -0.244
C 0.98 0.77 -0.91 0.002
C 2.37 0.81 -1.00 -0.107
C 2.99 1.64 -1.92 0.003
C 2.22 2.45 -2.74 -0.046
C 0.84 2.40 -2.68 -0.036
H 0.21 3.00 -3.32 0.119
H 2.70 3.11 -3.44 0.111
H 4.06 1.66 -1.99 0.123
C 3.10 -0.16 -0.14 -0.461
O 2.89 -0.35 1.03 0.157
O 3.95 -0.89 -0.87 0.000
C 4.48 -2.05 -0.24 -0.062
H 5.08 -2.56 -1.01 0.147
C 3.42 -3.02 0.30 -0.413
O 3.73 -3.82 1.16 0.088
C 2.08 -2.93 -0.24 -0.446
C 1.59 -2.40 -1.42 -0.108
C 0.20 -2.47 -1.52 -0.165
C -0.37 -3.05 -0.42 -0.400
S 0.78 -3.54 0.74 1.103
H -1.41 -3.22 -0.23 0.060
H -0.37 -2.07 -2.34 0.100
H 2.22 -2.00 -2.20 0.128
H 5.13 -1.78 0.60 0.146
H 0.49 0.13 -0.21 0.121
C -2.80 -0.05 0.16 -0.135
H -2.68 -0.87 -0.55 0.115
C -2.52 -0.50 1.60 -0.375
C -3.55 -1.52 2.08 -0.019
H -3.53 -2.40 1.44 0.077
H -3.32 -1.81 3.10 0.085
H -4.54 -1.08 2.06 0.087
O -2.59 0.61 2.47 -0.071
H -1.51 -0.93 1.64 0.146
H -3.82 0.35 0.09 0.145
H -1.09 2.80 0.40 0.133
H -2.85 2.61 0.63 0.142
H -0.63 1.19 2.20 0.156
H -1.65 2.36 4.15 0.084
H -2.80 3.16 3.09 0.086
H -1.07 3.53 2.95 0.084



Record 7
114
Properties=species:S:1:pos:R:3:lowdin_charge:R:1 method="wB97M-V/def2-TZVPD" orbital_gap_ev="5.54 / 6.15" total_charge=-1 total_energy_ev=-253618.7127 max_force_ev_per_a=11.5 e_homo_ev="-3.71 / -4.36" multiplicity=4
V 1.71 -1.04 -0.12 0.412
Se -4.46 -4.54 1.25 0.178
P -3.91 -2.39 1.24 0.625
C -4.62 -1.71 2.75 -0.371
C -5.97 -2.09 3.00 -0.092
C -6.71 -1.75 4.26 -0.069
C -5.86 -1.26 5.18 -0.115
C -4.52 -0.74 4.93 -0.104
C -3.98 -0.95 3.77 -0.125
C -4.89 -1.30 -0.02 -0.365
C -4.54 -0.03 0.12 -0.084
C -5.32 1.04 -0.60 -0.077
C -6.17 0.71 -1.58 -0.135
C -6.58 -0.65 -1.73 -0.001
C -5.98 -1.70 -0.75 -0.026
C -2.22 -1.79 1.23 -0.418
C -1.37 -1.22 0.26 -0.460
N -0.24 -1.13 1.00 -0.088
N -0.37 -1.61 2.23 -0.026
N -1.57 -1.96 2.42 -0.014
P -1.41 -1.09 -1.42 0.662
Se 0.52 -1.50 -2.37 0.500
C -2.85 -2.04 -2.22 -0.246
C -2.84 -3.41 -1.88 -0.138
C -3.71 -4.29 -2.48 -0.111
C -4.55 -3.87 -3.47 -0.088
C -4.55 -2.56 -3.96 -0.120
C -3.78 -1.65 -3.34 -0.051
C -1.78 0.65 -1.79 -0.300
C -2.32 1.27 -2.90 -0.116
C -2.58 2.69 -2.98 -0.022
C -1.83 3.57 -2.06 -0.092
C -1.53 2.98 -0.91 -0.143
C -1.77 1.64 -0.62 -0.050
H -6.45 -2.79 2.32 0.045
H -7.80 -2.08 4.49 0.127
H -6.10 -1.23 6.28 0.109
H -4.16 0.02 5.50 0.073
H -2.82 -0.75 3.44 0.142
H -3.80 0.39 0.89 0.126
H -5.64 1.99 -0.37 0.074
H -6.25 1.66 -2.17 0.122
H -6.94 -0.99 -2.66 0.064
H -6.59 -2.51 -0.71 0.059
H -1.84 -3.52 -1.40 0.101
H -3.67 -5.23 -2.22 0.047
H -5.34 -4.72 -3.67 0.146
H -4.96 -2.57 -4.96 0.109
H -3.56 -0.64 -3.72 0.083
H -1.99 0.82 -3.77 0.086
H -3.18 3.28 -3.57 0.053
H -1.80 4.77 -2.37 0.170
H -1.80 3.59 -0.04 0.120
H -1.93 1.32 0.33 0.046
C 3.93 -2.34 -1.67 -0.448
O 3.60 -1.62 -0.66 -0.445
H 4.99 -2.61 -1.97 0.041
H 4.00 -1.53 -2.64 0.084
H 3.37 -3.31 -1.98 0.061
I 3.27 -1.67 2.65 1.227
C 2.16 -3.18 2.03 -0.791
C 1.89 -4.24 2.85 -0.162
C 1.33 -5.36 2.27 -0.092
C 0.85 -5.47 0.96 -0.005
C 1.31 -4.33 0.06 -0.044
N 1.85 -3.09 0.55 -0.064
H 1.80 -4.27 3.84 0.076
H 1.59 -6.04 2.81 0.006
H 0.17 -6.40 0.46 0.164
H 1.43 -4.48 -0.97 0.059
C 3.68 3.32 -3.95 -0.052
C 2.93 2.40 -2.83 -0.589
C 3.35 0.88 -3.26 -0.065
C 1.47 2.55 -3.37 -0.081
O 3.23 2.84 -1.57 -0.125
Si 3.28 1.93 -0.08 0.234
O 2.25 0.91 -0.49 -0.338
O 2.92 2.65 1.53 -0.245
C 2.07 3.57 2.47 -0.426
C 2.65 3.39 3.84 -0.086
C 0.55 2.57 2.58 0.004
C 2.05 4.86 1.67 -0.082
O 5.03 1.67 0.01 -0.179
C 6.11 1.25 0.92 -0.516
C 6.92 0.20 0.16 -0.071
C 5.56 1.11 2.39 -0.032
C 7.08 2.53 0.95 -0.068
H 3.53 2.92 -4.84 0.004
H 4.63 3.15 -4.22 0.016
H 3.51 4.40 -3.86 0.086
H 4.24 0.79 -4.11 0.094
H 2.50 0.08 -3.55 0.050
H 4.33 0.78 -2.42 0.135
H 0.95 2.44 -4.43 0.131
H 0.83 3.30 -2.94 0.032
H 0.94 1.95 -2.63 0.040
H 2.05 3.28 4.84 0.115
H 3.60 3.89 3.88 0.074
H 3.02 2.38 3.75 0.060
H -0.24 2.80 1.84 0.013
H -0.01 2.91 3.77 0.138
H 0.48 1.54 2.42 -0.004
H 2.25 4.94 0.55 0.075
H 2.82 5.68 1.82 0.066
H 1.10 5.69 1.69 0.126
H 6.35 -0.25 -0.88 0.139
H 7.33 -0.60 0.94 0.105
H 7.78 0.50 -0.61 0.099
H 4.89 1.54 2.85 -0.045
H 6.23 1.42 3.16 0.086
H 5.23 0.15 2.58 -0.044
H 6.59 3.40 1.29 0.043
H 7.57 2.96 0.03 0.077
H 8.07 2.16 1.45 0.106



Record 8
41
Properties=species:S:1:pos:R:3:lowdin_charge:R:1 method="wB97M-V/def2-TZVPD" de_lowest_kj_mol=242.6 orbital_gap_ev="7.38 / 7.20" total_charge=+1 total_energy_ev=-192245.5354 max_force_ev_per_a=2.8 e_homo_ev="-11.40 / -11.37" multiplicity=2
Ti -0.56 0.31 -0.21 0.858
Br -4.21 2.03 -0.46 0.809
C -4.65 0.23 -0.05 -0.587
C -5.97 -0.16 0.16 -0.080
C -6.23 -1.58 0.37 -0.038
C -5.19 -2.48 0.49 -0.027
C -3.84 -2.09 0.26 -0.154
C -2.80 -3.08 0.31 -0.001
C -1.59 -2.83 -0.32 -0.051
C -1.40 -1.52 -0.91 -0.258
C -2.27 -0.47 -0.57 -0.213
C -3.57 -0.75 -0.13 -0.200
H -6.72 0.57 0.50 0.116
H -7.26 -1.93 0.37 0.111
H -5.42 -3.58 0.62 0.139
H -3.05 -4.08 0.65 0.127
H -0.84 -3.62 -0.42 0.119
H -0.68 -1.31 -1.73 0.129
O 6.21 -2.86 -0.52 0.091
C 5.57 -1.72 -0.15 -0.291
C 6.23 -0.64 0.46 0.018
C 5.44 0.28 1.07 -0.115
N 4.08 0.29 1.08 0.064
C 3.50 -0.73 0.43 -0.519
Br 1.48 -1.01 0.55 0.863
C 4.19 -1.70 -0.27 -0.046
H 7.18 -2.67 -0.40 0.145
H 7.32 -0.56 0.50 0.131
H 5.79 1.17 1.57 0.119
H 3.71 -2.64 -0.60 0.131
O 2.35 2.60 -1.74 0.101
C 1.32 2.95 -1.21 -0.440
C 1.15 4.30 -0.45 -0.051
C -0.16 4.12 0.31 -0.059
C -0.38 2.65 0.13 -0.465
O -0.95 1.86 0.96 -0.081
N 0.24 2.11 -0.95 0.057
H 1.20 5.14 -1.14 0.128
H 1.98 4.41 0.23 0.126
H -1.03 4.58 -0.18 0.146
H -0.17 4.38 1.39 0.148



Copy entry 1 word for word.
21
Properties=species:S:1:pos:R:3:lowdin_charge:R:1 method="wB97M-V/def2-TZVPD" de_lowest_kj_mol=123.8 orbital_gap_ev=10.30 smiles="CC(=O)[C@H](C)[C@H](O)C(N)=O" total_charge=0 total_energy_ev=-14032.9956 max_force_ev_per_a=2.6 e_homo_ev=-9.65 multiplicity=1
C 1.59 -1.52 0.37 0.004
C 0.29 1.21 -1.00 -0.459
C 0.81 -0.37 0.97 -0.391
N 1.15 2.24 -0.85 0.176
O 0.20 0.57 -2.04 0.050
O 1.38 0.41 1.76 0.054
H 1.74 2.50 -1.63 0.115
H 1.37 2.60 0.07 0.108
H 2.04 -2.09 1.18 0.097
H 2.37 -1.12 -0.28 0.095
H 0.99 -2.21 -0.22 0.068
C -1.39 -1.44 0.07 -0.061
C -0.90 1.08 0.16 -0.267
C -0.72 -0.28 0.81 -0.252
O -2.16 1.28 -0.43 0.002
H -2.21 0.73 -1.23 0.106
H -0.71 1.88 0.87 0.145
H -1.14 -0.26 1.82 0.155
H -1.19 -2.39 0.57 0.087
H -2.48 -1.30 0.02 0.086
H -1.03 -1.53 -0.96 0.081